(1)
C38H36NP2STl as an isolated structure. Source: the OMol25 dataset; level of theory: wB97M-V/def2-TZVPD.

Summary:
Molar mass (g mol⁻¹): 805.11
Energy above the lowest of the compared OMol25 structures with the same formula, charge and spin (kcal per mole): 0.4
Total charge: 0
Calculated total energy (eV): -75588.183
E_LUMO (eV): 0.46
Orbital gap (eV): 7.569

Geometry (Å):
Tl -1.628 -0.298 -0.082
C 1.705 -0.905 2.458
C 2.104 -1.020 0.989
P 2.147 0.640 0.183
C 2.831 0.193 -1.455
C 4.081 0.608 -1.904
C 4.512 0.281 -3.184
C 3.704 -0.467 -4.026
C 2.453 -0.882 -3.587
C 2.018 -0.547 -2.315
C 3.564 1.451 1.004
C 3.563 2.844 1.008
C 4.597 3.559 1.595
C 5.640 2.883 2.212
C 5.647 1.495 2.230
C 4.620 0.785 1.624
P -0.017 -0.243 2.643
C 0.197 1.217 3.723
C -0.610 2.325 3.482
C -0.503 3.462 4.272
C 0.416 3.501 5.308
C 1.222 2.397 5.563
C 1.108 1.262 4.778
C -0.834 -1.451 3.752
C -0.179 -2.148 4.768
C -0.874 -3.024 5.585
C -2.239 -3.212 5.401
C -2.902 -2.516 4.404
C -2.205 -1.639 3.583
H 2.400 -0.240 2.974
H 1.768 -1.881 2.939
H 1.386 -1.630 0.434
H 3.075 -1.511 0.884
H 4.727 1.188 -1.257
H 5.487 0.611 -3.520
H 4.044 -0.723 -5.021
H 1.810 -1.457 -4.241
H 1.028 -0.854 -1.996
H 2.737 3.379 0.552
H 4.580 4.641 1.582
H 6.441 3.436 2.684
H 6.457 0.963 2.711
H 4.656 -0.297 1.637
H -1.346 2.291 2.684
H -1.141 4.314 4.075
H 0.506 4.388 5.922
H 1.936 2.422 6.376
H 1.739 0.408 4.994
H 0.881 -2.009 4.939
H -0.353 -3.557 6.369
H -2.781 -3.897 6.040
H -3.966 -2.650 4.259
H -2.738 -1.072 2.826
N -0.927 2.283 -0.570
C -1.337 2.734 -1.842
C -2.646 3.165 -2.044
C -3.060 3.527 -3.317
C -2.187 3.461 -4.394
C -0.885 3.027 -4.187
C -0.460 2.659 -2.920
H 0.070 2.367 -0.409
H -1.469 2.674 0.192
H -3.327 3.204 -1.202
H -4.079 3.861 -3.465
H -2.517 3.746 -5.384
H -0.194 2.967 -5.017
H 0.552 2.302 -2.763
S -3.478 1.086 1.339
C -4.909 0.543 0.451
C -6.012 0.035 1.143
C -7.141 -0.397 0.465
C -7.197 -0.345 -0.922
C -6.109 0.157 -1.621
C -4.982 0.601 -0.944
H -5.970 -0.013 2.224
H -7.985 -0.782 1.025
H -8.078 -0.686 -1.449
H -6.137 0.210 -2.703
H -4.148 1.012 -1.501

Forces on atoms 1 to 2 (eV/Å):
Tl -0.13 0.00 -0.02
C -0.04 0.01 0.10

Atomic partial charges in e from the Mulliken method, atoms 1 to 2: number 1, Tl, carries 0.75; number 2, C, carries -1.17

=====

(2)
An isolated molecule of C4H10N2. Source: the OMol25 dataset; level of theory: wB97M-V/def2-TZVPD.

Summary:
Molar mass (g mol⁻¹): 86.14
Energy above the lowest of the compared OMol25 structures with the same formula, charge and spin (kcal per mole): 52.2
Total charge: 0
Calculated total energy (eV): -7288.357
E_LUMO (eV): 1.17
Orbital gap (eV): 10.585

Geometry (Å):
C -2.146 -0.503 0.466
C -0.933 -0.184 -0.401
C 0.415 -0.577 0.017
C 1.510 0.399 -0.411
H -2.074 -1.623 0.690
H -1.961 0.087 1.544
H -3.248 -0.184 -0.030
H -1.023 0.809 -0.874
H 0.079 -1.116 -1.988
H 0.583 -1.156 0.946
H 2.482 -0.077 -0.473
H 1.251 0.895 -1.373
H 2.341 2.049 0.667
H 1.486 1.027 1.629
N -0.272 -1.308 -1.063
N 1.508 1.464 0.653

Forces on atoms 1 to 2 (eV/Å):
C -1.06 0.60 1.67
C -1.29 0.60 0.23

Atomic partial charges in e from the natural (NBO) method, atoms 1 to 2: number 1, C, carries -0.62; number 2, C, carries -0.10

=====

(3)
A 3-piece molecular cluster, C27H43ClO5 overall. Source: the OMol25 dataset; level of theory: wB97M-V/def2-TZVPD.

Summary:
Molar mass (g mol⁻¹): 483.09
Energy above the lowest of the compared OMol25 structures with the same formula, charge and spin (kcal per mole): 0.0
Total charge: 0
Calculated total energy (eV): -51454.877
E_LUMO (eV): -0.80
Orbital gap (eV): 8.814

Geometry (Å):
C 0.823 0.800 -5.216
C -0.042 2.015 -4.801
C 0.739 3.036 -3.940
C 1.459 2.378 -2.732
C 3.009 2.529 -2.734
C 3.788 1.199 -2.608
C 4.163 0.850 -1.140
C 2.827 0.627 -0.340
C 2.944 -0.405 0.799
C 2.839 0.109 2.253
C 1.829 1.237 2.573
C 0.379 0.796 2.700
C -0.456 1.251 3.643
C -0.117 2.296 4.684
C -0.456 1.892 6.142
O 0.145 2.871 7.008
C -1.879 0.736 3.739
O -2.768 1.400 4.244
C -2.117 -0.663 3.224
C -3.127 -1.468 3.686
C -3.295 -2.730 3.159
C -2.450 -3.227 2.199
C -1.427 -2.421 1.718
Cl -0.406 -3.089 0.471
C -1.276 -1.159 2.230
C -0.215 -0.186 1.722
O 0.059 -0.198 0.540
H 0.519 0.340 -6.159
H 0.724 0.041 -4.436
H 1.886 1.074 -5.227
H -0.404 2.559 -5.684
H -0.917 1.672 -4.233
H -0.031 3.708 -3.528
H 1.402 3.669 -4.543
H 1.092 2.846 -1.808
H 1.140 1.332 -2.668
H 3.282 2.986 -3.694
H 3.317 3.220 -1.938
H 3.218 0.340 -2.986
H 4.746 1.295 -3.142
H 4.637 1.721 -0.666
H 4.792 -0.045 -1.087
H 2.117 0.240 -1.079
H 2.469 1.621 -0.055
H 2.230 -1.220 0.638
H 3.929 -0.887 0.698
H 2.604 -0.731 2.924
H 3.829 0.478 2.557
H 2.190 1.695 3.498
H 1.831 2.060 1.843
H 0.911 2.659 4.675
H -0.754 3.170 4.464
H -0.069 0.911 6.425
H -1.537 1.986 6.296
H -0.052 3.731 6.622
H -3.821 -1.130 4.451
H -4.101 -3.382 3.482
H -2.573 -4.224 1.788
C 2.798 -3.085 -7.026
C 3.183 -2.485 -5.687
O 2.051 -1.903 -5.045
H 2.367 -2.322 -7.676
H 3.666 -3.522 -7.524
H 2.042 -3.863 -6.898
H 3.922 -1.695 -5.820
H 3.610 -3.250 -5.030
H 1.400 -2.600 -4.915
C -8.462 -1.884 2.553
C -7.224 -2.325 3.310
O -6.336 -3.048 2.461
H -8.983 -2.748 2.139
H -9.147 -1.338 3.204
H -8.192 -1.239 1.714
H -7.496 -2.984 4.134
H -6.695 -1.458 3.721
H -6.085 -2.465 1.738

Forces on atoms 1 to 2 (eV/Å):
C -0.38 0.30 0.75
C 0.65 0.29 -0.42

Atomic partial charges in e from the Mulliken method, atoms 1 to 2: number 1, C, carries -0.81; number 2, C, carries -0.66

=====

(4)
An isolated molecule of C6H10O. Source: the OMol25 dataset; level of theory: wB97M-V/def2-TZVPD.

Summary:
Molar mass (g mol⁻¹): 98.14
Energy above the lowest of the compared OMol25 structures with the same formula, charge and spin (kcal per mole): 108.4
Total charge: 0
Calculated total energy (eV): -8426.541
E_LUMO (spin up / spin down) (eV): 0.83 / 0.68
Orbital gap (spin up / spin down) (eV): 7.230 / 6.122

Geometry (Å):
C -2.267 -0.434 0.163
C -0.934 0.022 -0.309
O -0.621 1.300 -0.086
C 0.797 1.489 -0.293
C 1.439 0.089 -0.175
C 1.657 -0.459 1.143
C 0.225 -0.750 -0.640
H -3.027 0.333 -0.002
H -2.192 -0.631 1.243
H -2.567 -1.361 -0.331
H -0.433 -0.357 -1.637
H 0.923 1.907 -1.299
H 1.144 2.194 0.465
H 2.297 -0.009 -0.844
H 0.903 -0.330 1.917
H 2.456 -1.168 1.327
H 0.200 -1.835 -0.641

Forces on atoms 1 to 2 (eV/Å):
C 0.07 0.00 -0.04
C -0.54 -0.11 0.24

Atomic partial charges in e from the natural (NBO) method, atoms 1 to 2: number 1, C, carries -0.66; number 2, C, carries 0.33

=====

(5)
C3H4ClNa3O7 as an isolated structure. Source: the OMol25 dataset; level of theory: wB97M-V/def2-TZVPD.

Summary:
Molar mass (g mol⁻¹): 256.48
Energy above the lowest of the compared OMol25 structures with the same formula, charge and spin (kcal per mole): 39.2
Total charge: +2
Calculated total energy (eV): -43257.476
E_LUMO (eV): -8.64
Orbital gap (eV): 6.231

Geometry (Å):
Na -0.276 2.244 2.689
Na -2.304 -0.735 3.626
Na 3.259 -0.011 2.605
Cl 0.438 -0.719 2.073
O 1.716 -0.935 2.668
O 0.534 0.613 1.525
O 0.237 -1.716 1.070
O -0.565 -0.810 3.105
C -1.115 0.682 -1.655
C -0.053 -0.218 -1.082
O 0.730 -0.552 -2.227
C 0.310 0.131 -3.297
O 0.823 0.079 -4.435
O -0.667 0.993 -2.930
H -1.071 1.559 -1.009
H -2.101 0.229 -1.759
H -0.467 -1.117 -0.625
H 0.573 0.282 -0.343

Forces on atoms 1 to 2 (eV/Å):
Na -0.08 0.78 -0.02
Na -3.84 -0.52 1.31

Atomic partial charges in e from the natural (NBO) method, atoms 1 to 2: number 1, Na, carries 0.99; number 2, Na, carries 0.99

=====

(6)
An isolated molecule of C25H24N2O4S2. Source: the OMol25 dataset; level of theory: wB97M-V/def2-TZVPD.

Summary:
Molar mass (g mol⁻¹): 480.61
Energy above the lowest of the compared OMol25 structures with the same formula, charge and spin (kcal per mole): 93.8
Total charge: 0
Calculated total energy (eV): -59151.060
E_LUMO (eV): 0.27
Orbital gap (eV): 7.901

Geometry (Å):
C 1.468 4.637 -4.033
N 0.655 4.737 -2.828
C 0.754 6.016 -2.165
C 0.262 3.584 -2.147
C 0.854 3.233 -0.928
C 0.542 2.016 -0.344
C -0.436 1.181 -0.887
C -0.927 -0.184 -0.262
C -1.448 0.066 1.161
C -2.264 -0.895 1.886
C -2.849 -2.109 1.540
C -3.470 -2.859 2.537
C -3.517 -2.407 3.867
C -2.965 -1.170 4.228
C -2.394 -0.417 3.214
N -1.698 0.794 3.300
C -1.531 1.594 4.496
C -1.154 1.092 2.073
C -1.104 1.578 -2.057
C -0.723 2.738 -2.737
H 1.467 3.607 -4.428
H 1.077 5.325 -4.801
H 2.518 4.933 -3.823
H 0.090 6.026 -1.298
H 1.782 6.228 -1.840
H 0.449 6.801 -2.868
H 1.573 3.888 -0.478
H 1.041 1.695 0.557
H -1.596 -0.774 -0.874
H -2.855 -2.424 0.498
H -3.907 -3.823 2.277
H -3.984 -3.033 4.626
H -2.938 -0.812 5.256
H -1.933 1.049 5.362
H -0.460 1.803 4.654
H -2.051 2.564 4.408
H -0.632 2.039 1.912
H -1.938 0.962 -2.411
H -1.220 3.015 -3.677
C 3.758 -5.006 -1.590
C 3.237 -3.782 -2.052
C 2.177 -3.215 -1.346
C 1.669 -3.814 -0.210
C 2.178 -5.025 0.258
C 3.237 -5.618 -0.455
S 0.268 -2.896 0.570
O -0.868 -3.822 0.475
O 0.693 -2.354 1.869
C 0.130 -1.232 -0.322
S 1.347 -1.605 -1.777
O 2.294 -0.508 -1.479
O 0.784 -1.779 -3.108
H 4.576 -5.466 -2.141
H 3.635 -3.269 -2.931
H 1.752 -5.474 1.154
H 3.638 -6.566 -0.101
H 0.957 -0.865 0.223

Forces on atoms 1 to 2 (eV/Å):
C -0.07 -0.03 0.09
N -0.15 0.56 -0.82

Atomic partial charges in e from the natural (NBO) method, atoms 1 to 2: number 1, C, carries -0.40; number 2, N, carries -0.48

=====

(7)
A 4-piece molecular cluster, CH10O3S overall. Source: the OMol25 dataset; level of theory: wB97M-V/def2-TZVPD.

Summary:
2S+1: 2
Molar mass (g mol⁻¹): 102.15
Energy above the lowest of the compared OMol25 structures with the same formula, charge and spin (kcal per mole): 20.5
Total charge: -1
Calculated total energy (eV): -18175.268
E_LUMO (spin up / spin down) (eV): 3.45 / 3.43
Orbital gap (spin up / spin down) (eV): 2.637 / 8.444

Geometry (Å):
C -0.182 1.136 0.930
S -0.091 2.308 -0.452
H -0.957 0.292 0.956
H -0.463 1.795 1.805
H 0.730 0.678 1.350
H 1.067 2.797 0.064
H -0.265 -1.685 2.405
H 0.636 -1.922 1.199
O -0.132 -2.231 1.589
H 1.703 -0.101 -0.798
H 0.849 -1.222 -1.373
O 1.470 -1.070 -0.628
H -1.607 -0.059 -1.615
H -1.467 -0.743 -2.920
O -1.292 0.029 -2.511

Forces on atoms 1 to 2 (eV/Å):
C -1.52 -0.18 2.90
S 0.19 -0.85 -0.15

Atomic partial charges in e from the natural (NBO) method, atoms 1 to 2: number 1, C, carries -1.09; number 2, S, carries -0.25

=====

(8)
C30H50BrCaCl2CsF8N2O13S2 as an isolated structure. Source: the OMol25 dataset; level of theory: wB97M-V/def2-TZVPD.

Summary:
Molar mass (g mol⁻¹): 1186.64
Total charge: 0
Calculated total energy (eV): -218973.831
E_LUMO (eV): -1.83
Orbital gap (eV): 3.120

Geometry (Å):
C 3.083 -1.107 3.020
C 1.773 -0.866 3.993
C 0.723 0.264 3.420
O 1.096 1.187 2.492
O -0.692 0.321 3.842
C -1.428 -0.901 3.473
C -1.553 -1.114 1.821
C -3.122 -1.196 1.337
O -4.063 -2.045 2.134
C -5.350 -1.759 1.419
O -6.542 -1.418 1.918
O -4.936 -1.900 -0.009
C -3.460 -1.698 -0.192
C -3.433 -0.301 -1.050
C -1.943 0.332 -1.307
C -1.694 0.409 -2.929
C -0.915 -0.943 -3.528
C 0.012 -0.406 -4.776
C 0.363 -1.547 -5.907
C 1.974 -1.749 -6.162
S 2.697 -0.488 -7.402
C 1.506 0.956 -7.512
N 1.782 2.073 -6.517
N 0.789 3.030 -6.704
C -0.114 2.516 -7.844
O 0.326 1.187 -8.372
C -2.753 -3.052 -0.786
F -2.898 -4.100 0.293
F -1.298 -2.803 -0.909
C -3.467 -3.683 -2.120
F -4.695 -4.412 -1.626
F -3.957 -2.689 -3.102
C -2.576 -4.801 -2.924
F -2.482 -6.085 -2.138
F -3.377 -5.168 -4.151
F -1.268 -4.322 -3.426
H 2.886 -0.638 1.964
H 3.199 -2.266 2.878
H 4.012 -0.619 3.577
H 2.094 -0.519 5.067
H 1.222 -1.906 4.066
H -0.968 -1.895 3.914
H -2.519 -0.785 3.927
H -0.910 -2.061 1.573
H -1.119 -0.109 1.358
H -3.518 -0.113 1.645
H -3.978 -0.339 -2.085
H -4.028 0.501 -0.396
H -1.932 1.447 -0.883
H -1.058 -0.256 -0.816
H -0.933 1.312 -3.103
H -2.670 0.650 -3.548
H -0.161 -1.366 -2.715
H -1.694 -1.755 -3.850
H 0.974 0.140 -4.388
H -0.635 0.422 -5.337
H -0.082 -2.582 -5.585
H -0.121 -1.250 -6.950
H 2.597 -1.731 -5.156
H 2.115 -2.815 -6.648
H -1.056 3.111 -8.213
C 1.554 6.015 5.267
C 1.859 4.591 4.772
C 0.937 4.256 3.588
O 1.580 3.752 5.754
H 0.514 6.131 5.597
H 2.206 6.298 6.103
H 1.723 6.742 4.463
H 2.877 4.629 4.358
H -0.127 4.306 3.856
H 1.137 3.251 3.196
H 1.099 4.964 2.767
Cs -3.312 2.275 -3.278
O -6.632 5.212 -5.120
H -7.427 4.875 -4.680
H -6.956 5.527 -5.977
Ca -5.609 -0.155 3.672
Br 0.865 2.208 6.714
Cl 3.765 -4.477 3.824
C 3.755 -5.700 2.528
C 4.596 -5.278 1.334
Cl 3.875 -3.907 0.454
H 2.715 -5.885 2.244
H 4.159 -6.620 2.960
H 4.673 -6.105 0.623
H 5.609 -4.993 1.635
C -3.654 7.371 5.140
S -3.409 5.579 5.093
O -4.765 4.938 5.089
C -2.743 5.434 6.770
H -4.103 7.684 4.195
H -4.322 7.636 5.963
H -2.690 7.869 5.264
H -3.467 5.817 7.493
H -1.808 5.995 6.841
H -2.548 4.379 6.977
C 8.118 -4.454 -1.167
C 9.034 -3.276 -1.237
O 8.351 -2.288 -0.489
C 7.512 -2.945 0.364
O 6.895 -2.412 1.271
O 7.454 -4.277 0.069
H 8.660 -5.404 -1.184
H 7.375 -4.454 -1.971
H 10.002 -3.470 -0.764
H 9.201 -2.938 -2.264
F -0.376 4.494 7.807
O -2.913 0.455 -7.883
H -3.082 -0.495 -7.973
H -1.979 0.550 -8.122

Forces on atoms 1 to 2 (eV/Å):
C -0.54 0.23 0.41
C -0.60 -0.13 -0.27

Atomic partial charges in e from the Mulliken method, atoms 1 to 2: number 1, C, carries -0.26; number 2, C, carries -0.21

=====

What did the fifth record say?
C3H4ClNa3O7 as an isolated structure. Source: the OMol25 dataset; level of theory: wB97M-V/def2-TZVPD.

Summary:
Molar mass (g mol⁻¹): 256.48
Energy above the lowest of the compared OMol25 structures with the same formula, charge and spin (kcal per mole): 39.2
Total charge: +2
Calculated total energy (eV): -43257.476
E_LUMO (eV): -8.64
Orbital gap (eV): 6.231

Geometry (Å):
Na -0.276 2.244 2.689
Na -2.304 -0.735 3.626
Na 3.259 -0.011 2.605
Cl 0.438 -0.719 2.073
O 1.716 -0.935 2.668
O 0.534 0.613 1.525
O 0.237 -1.716 1.070
O -0.565 -0.810 3.105
C -1.115 0.682 -1.655
C -0.053 -0.218 -1.082
O 0.730 -0.552 -2.227
C 0.310 0.131 -3.297
O 0.823 0.079 -4.435
O -0.667 0.993 -2.930
H -1.071 1.559 -1.009
H -2.101 0.229 -1.759
H -0.467 -1.117 -0.625
H 0.573 0.282 -0.343

Forces on atoms 1 to 2 (eV/Å):
Na -0.08 0.78 -0.02
Na -3.84 -0.52 1.31

Atomic partial charges in e from the natural (NBO) method, atoms 1 to 2: number 1, Na, carries 0.99; number 2, Na, carries 0.99

=====

- What is the formula in the seventh record?
  CH10O3S

=====

- The highest total charge belongs to which entry?
  C3H4ClNa3O7

=====

Copy entry 7 word for word.
A 4-piece molecular cluster, CH10O3S overall. Source: the OMol25 dataset; level of theory: wB97M-V/def2-TZVPD.

Summary:
2S+1: 2
Molar mass (g mol⁻¹): 102.15
Energy above the lowest of the compared OMol25 structures with the same formula, charge and spin (kcal per mole): 20.5
Total charge: -1
Calculated total energy (eV): -18175.268
E_LUMO (spin up / spin down) (eV): 3.45 / 3.43
Orbital gap (spin up / spin down) (eV): 2.637 / 8.444

Geometry (Å):
C -0.182 1.136 0.930
S -0.091 2.308 -0.452
H -0.957 0.292 0.956
H -0.463 1.795 1.805
H 0.730 0.678 1.350
H 1.067 2.797 0.064
H -0.265 -1.685 2.405
H 0.636 -1.922 1.199
O -0.132 -2.231 1.589
H 1.703 -0.101 -0.798
H 0.849 -1.222 -1.373
O 1.470 -1.070 -0.628
H -1.607 -0.059 -1.615
H -1.467 -0.743 -2.920
O -1.292 0.029 -2.511

Forces on atoms 1 to 2 (eV/Å):
C -1.52 -0.18 2.90
S 0.19 -0.85 -0.15

Atomic partial charges in e from the natural (NBO) method, atoms 1 to 2: number 1, C, carries -1.09; number 2, S, carries -0.25